{
  "formula": "C29H28N5O2S",
  "method": "the ωB97M-V functional and the def2-TZVPD basis",
  "symbols": ["C", "N", "C", "S", "N", "C", "C", "O", "C", "C", "C", "C", "C", "C", "N", "C", "C", "C", "C", "C", "C", "C", "C", "C", "O", "H", "H", "H", "H", "H", "H", "H", "H", "H", "H", "H", "H", "H", "H", "H", "H", "H", "H", "H", "H", "H", "C", "C", "C", "N", "C", "C", "C", "C", "C", "N", "C", "C", "H", "H", "H", "H", "H", "H", "H"],
  "coordinates": [[-0.6279, -2.7000, 4.9583], [-1.4852, -2.1885, 3.8732], [-2.8308, -2.1234, 4.1717], [-3.4727, -2.5681, 5.6544], [-3.6149, -1.6520, 3.1363], [-5.0603, -1.6628, 3.3746], [-3.1585, -1.0675, 1.9433], [-3.9987, -0.6994, 1.1058], [-1.7221, -0.9251, 1.7517], [-1.1861, -0.2998, 0.6441], [0.1150, -0.5748, 0.0897], [0.7495, -1.8278, 0.2445], [2.0708, -2.0278, -0.1065], [2.8344, -0.9672, -0.6689], [4.1661, -1.1218, -0.9159], [4.7989, -2.4205, -0.8570], [4.2298, -3.2873, 0.2512], [2.7041, -3.3456, 0.1933], [4.8902, -0.1563, -1.7125], [4.4346, 1.2618, -1.4113], [2.9227, 1.3907, -1.5739], [2.1678, 0.2547, -0.9645], [0.8298, 0.4061, -0.6432], [-0.8793, -1.3655, 2.8756], [0.3045, -1.0507, 3.0098], [0.4083, -2.7698, 4.6231], [-0.7106, -2.0429, 5.8387], [-1.0192, -3.6842, 5.2454], [-5.5527, -1.3553, 2.4543], [-5.3513, -2.6723, 3.6796], [-5.2818, -0.9820, 4.2060], [-1.7750, 0.4298, 0.0929], [0.1873, -2.6480, 0.6950], [4.6783, -2.9319, -1.8287], [5.8703, -2.2509, -0.6962], [4.6469, -4.2938, 0.1527], [4.5331, -2.8906, 1.2279], [2.3268, -3.7176, 1.1562], [2.4015, -4.0764, -0.5735], [5.9543, -0.2757, -1.4799], [4.7567, -0.3790, -2.7875], [4.7095, 1.5194, -0.3816], [4.9479, 1.9501, -2.0891], [2.5849, 2.3372, -1.1299], [2.6863, 1.4426, -2.6481], [0.3206, 1.3456, -0.8772], [-3.6932, 1.8849, -0.1745], [-2.4549, 2.6214, -0.5038], [-1.7670, 3.2160, 0.5689], [-1.2082, 3.6830, 1.4933], [-2.0780, 2.9806, -1.8425], [-2.6028, 2.2761, -2.9631], [-2.3184, 2.6818, -4.2544], [-1.4635, 3.7693, -4.4838], [-1.1060, 4.1495, -5.8274], [-0.7603, 4.4309, -6.9109], [-0.9261, 4.4705, -3.3996], [-1.1803, 4.0548, -2.0964], [-4.1067, 1.3566, -1.0369], [-3.4954, 1.1426, 0.6061], [-4.4549, 2.5476, 0.2738], [-3.2030, 1.3830, -2.7918], [-2.7289, 2.1226, -5.0966], [-0.2676, 5.3231, -3.5893], [-0.6885, 4.5701, -1.2750]],
  "atomic_forces_ev_per_a": [[-0.1, 0.0, 0.1], [0.1, 0.3, 0.7], [0.1, 0.2, -0.7], [0.3, 0.0, -0.6], [-0.3, -0.2, 0.8], [0.0, 0.0, 0.0], [-1.4, 1.0, -1.5], [1.3, -1.1, 1.3], [0.2, -0.4, 0.7], [0.0, -0.5, -0.3], [0.6, -0.1, -0.3], [0.1, 0.6, 0.3], [-0.2, 0.5, 0.1], [-1.2, 0.1, 0.2], [0.6, 0.0, 0.2], [-0.2, -0.2, -0.1], [0.0, 0.1, 0.2], [0.2, -0.8, -0.1], [-0.1, 0.2, -0.2], [-0.1, 0.0, 0.1], [0.1, 0.5, -0.6], [-0.1, -0.6, 0.3], [-0.3, 0.0, 0.6], [1.8, 0.0, -0.1], [-1.5, -0.6, 0.0], [-0.3, 0.1, -0.1], [0.2, -0.2, -0.3], [0.2, 0.3, -0.1], [0.1, 0.0, 0.2], [-0.1, 0.2, -0.1], [-0.1, -0.1, -0.3], [-0.2, -0.2, 0.0], [0.2, 0.2, 0.0], [0.1, 0.0, 0.1], [-0.1, -0.1, -0.1], [0.0, 0.1, 0.1], [0.0, 0.0, -0.2], [0.0, 0.0, -0.3], [0.1, 0.1, 0.2], [-0.1, 0.1, -0.1], [0.1, 0.1, 0.1], [0.1, -0.1, -0.1], [0.0, 0.0, 0.2], [0.0, -0.2, -0.2], [0.0, 0.1, 0.2], [0.2, -0.1, 0.1], [-0.4, -0.4, 0.9], [1.1, 0.8, -1.2], [0.5, 0.6, 1.1], [-0.6, -0.6, -1.2], [-0.3, -0.3, 1.5], [0.0, 0.2, -0.6], [-0.1, -0.5, 0.4], [-0.1, 0.4, -1.0], [0.5, 0.2, -1.3], [-0.7, -0.4, 1.8], [0.3, -0.3, 1.0], [0.4, 0.4, -1.1], [-0.1, 0.1, 0.3], [-0.3, 0.3, -0.4], [-0.1, -0.1, -0.4], [0.1, 0.3, -0.2], [0.2, 0.2, 0.2], [-0.2, -0.3, 0.1], [-0.3, 0.0, 0.0]],
  "mulliken_charge": [-1.200, 0.043, 0.202, -0.303, 0.027, -1.299, 0.374, -0.750, 0.174, 0.460, -0.677, -1.233, 0.935, 0.412, 0.039, -0.636, -0.892, -0.878, -0.645, -0.902, -0.892, 0.301, -0.633, 0.418, -0.623, 0.328, 0.381, 0.406, 0.345, 0.392, 0.383, 0.524, 0.542, 0.295, 0.385, 0.375, 0.312, 0.365, 0.305, 0.396, 0.292, 0.312, 0.385, 0.411, 0.319, 0.475, -1.139, 0.297, 0.225, -0.803, 1.247, -0.444, -1.093, 0.495, 0.133, -0.643, -0.969, -0.332, 0.163, 0.363, 0.350, 0.243, 0.378, 0.375, 0.401],
  "charge": -1,
  "gap_ev": 4.22,
  "e_lumo_ha": 0.04166,
  "homo_ev": -3.1,
  "molar_mass_g_mol": 510.64
}